Molecular formula: C4H12N3O
Method: DFT, ωB97M-V with the def2-TZVPD basis set

Structure (XYZ):
```
20
Properties=species:S:1:pos:R:3:lowdin_charge:R:1
C -1.302 1.441 0.137 -0.12
C -1.932 0.130 -0.296 -0.29
C -0.946 -0.968 -0.690 -0.17
C 0.024 -1.499 0.402 -0.14
N 1.663 0.008 -0.782 0.18
N 2.702 0.606 -0.733 0.15
N 0.767 -0.322 0.713 -0.09
O 1.661 -0.384 1.695 0.05
H -2.160 2.105 0.424 0.09
H -0.576 1.195 1.040 0.09
H -0.773 1.824 -0.745 0.07
H -2.692 -0.250 0.375 0.11
H -2.537 0.414 -1.147 0.11
H -1.616 -1.701 -1.000 0.10
H -0.392 -0.394 -1.464 0.10
H 0.608 -2.283 0.066 0.10
H -0.374 -2.014 1.307 0.17
H 3.444 0.540 -0.037 0.16
H 2.938 1.219 -1.568 0.20
H 1.491 0.333 2.302 0.13
```

Results
**Max |F|**: 3.88 eV/Å
**DFT total energy**: -398.625960 Ha
**HOMO level (spin up / spin down)**: -0.520 / -0.520 Eh
**Total charge**: +1
**Frontier orbital gap (spin up / spin down)**: 8.03 / 8.03 eV
**SMILES**: CCCC/[N+](O)=N/N
**Molecular weight**: 118.16 g mol⁻¹
**Relative energy (zero: lowest compared OMol25 entry of this formula, charge and spin)**: 182.83 kcal per mole

Molecular formula: C39H35N7OPRuSi
Method: DFT, ωB97M-V with the def2-TZVPD basis set

Structure (XYZ):
```
85
Properties=species:S:1:pos:R:3:lowdin_charge:R:1
Ru -0.371 -0.439 -0.522 0.84
N -0.875 3.136 -0.523 0.21
C -2.004 2.456 -0.296 -0.44
N -3.065 3.148 0.077 0.19
C -4.221 2.495 0.270 -0.44
N -5.295 3.163 0.664 0.21
N -4.316 1.185 0.075 0.20
C -3.218 0.508 -0.237 -0.28
N -1.999 1.113 -0.439 0.07
C -3.297 -0.913 -0.342 -0.21
C -4.496 -1.609 -0.097 0.02
C -4.523 -2.974 -0.206 -0.01
C -3.340 -3.654 -0.541 -0.01
C -2.195 -2.923 -0.747 -0.13
N -2.153 -1.588 -0.657 -0.03
H -0.923 4.140 -0.497 0.13
H -0.095 2.687 -0.977 0.03
H -5.256 4.158 0.807 0.13
H -6.166 2.669 0.759 0.13
H -5.371 -1.037 0.161 0.12
H -5.435 -3.522 -0.047 0.13
H -3.329 -4.725 -0.645 0.13
H -1.265 -3.413 -1.017 0.12
O -0.657 -1.918 -3.012 -0.06
N 0.480 -1.310 -2.453 -0.13
C 1.543 -2.059 -2.486 -0.03
C 2.839 -1.602 -2.107 -0.20
C 3.947 -2.413 -2.418 0.00
C 5.234 -1.965 -2.221 -0.03
C 5.450 -0.693 -1.703 -0.02
C 4.377 0.104 -1.341 -0.06
C 3.067 -0.334 -1.519 -0.26
P 1.666 0.728 -1.036 1.00
C 2.441 1.863 0.155 -0.37
C 2.376 3.250 0.050 -0.09
C 2.977 4.040 1.015 -0.05
C 3.632 3.459 2.090 -0.05
C 3.700 2.077 2.198 -0.06
C 3.101 1.282 1.240 -0.15
C 1.391 1.651 -2.588 -0.37
C 2.437 2.358 -3.178 -0.07
C 2.278 2.897 -4.441 -0.04
C 1.085 2.731 -5.127 -0.04
C 0.024 2.070 -4.526 -0.06
C 0.173 1.534 -3.260 -0.14
H -1.075 -1.271 -3.606 0.12
H 1.443 -3.060 -2.902 0.15
H 3.779 -3.392 -2.841 0.13
H 6.073 -2.597 -2.473 0.12
H 6.457 -0.327 -1.578 0.12
H 4.567 1.080 -0.918 0.11
H 1.893 3.715 -0.796 0.10
H 2.945 5.114 0.921 0.12
H 4.098 4.083 2.837 0.12
H 4.227 1.620 3.023 0.12
H 3.165 0.202 1.309 0.10
H 3.373 2.477 -2.650 0.11
H 3.096 3.431 -4.898 0.12
H 0.981 3.121 -6.128 0.12
H -0.913 1.970 -5.053 0.11
H -0.666 1.021 -2.784 0.07
C -1.578 2.178 3.897 -0.04
C -0.211 2.036 3.720 -0.05
C 0.290 0.982 2.981 -0.10
C -0.567 0.041 2.409 -0.31
C -1.944 0.208 2.576 -0.12
C -2.443 1.260 3.322 -0.06
Si 0.187 -1.531 1.588 0.76
C -0.588 -3.182 2.111 -0.33
C 0.261 -4.257 2.383 -0.11
C -0.234 -5.408 2.966 -0.06
C -1.582 -5.509 3.275 -0.05
C -2.441 -4.464 2.979 -0.06
C -1.949 -3.317 2.385 -0.12
H -1.965 2.992 4.489 0.12
H 0.468 2.742 4.171 0.11
H 1.358 0.866 2.883 0.07
H -2.642 -0.501 2.156 0.08
H -3.508 1.352 3.466 0.11
H 1.630 -1.625 1.946 -0.01
H 1.315 -4.181 2.160 0.09
H 0.430 -6.228 3.188 0.11
H -1.961 -6.403 3.744 0.12
H -3.490 -4.536 3.223 0.11
H -2.634 -2.513 2.166 0.08
```

Results
**Max |F|**: 3.73 eV/Å
**DFT total energy**: -2690.986002 Ha
**HOMO level (spin up / spin down)**: -0.506 / -0.506 Eh
**Total charge**: +2
**Frontier orbital gap (spin up / spin down)**: 6.84 / 7.04 eV
**Molecular weight**: 777.89 g mol⁻¹
**Relative energy (zero: lowest compared OMol25 entry of this formula, charge and spin)**: 31.94 kcal per mole
**Spin multiplicity**: 2

Molecular formula: H5NS
Method: DFT, ωB97M-V with the def2-TZVPD basis set

Structure (XYZ):
```
7
Properties=species:S:1:pos:R:3:lowdin_charge:R:1
S -2.721 0.502 0.450 0.48
H -1.767 0.802 -0.424 -0.25
N 1.823 -0.455 -0.374 0.00
H 1.072 -0.892 0.155 0.00
H 2.109 0.340 0.189 0.00
H 1.362 -0.062 -1.190 0.00
H -1.880 -0.234 1.193 -0.23
```

Results
**Max |F|**: 0.43 eV/Å
**DFT total energy**: -455.923876 Ha
**HOMO level**: -0.366 Eh
**Frontier orbital gap**: 10.60 eV
**SMILES**: N.S
**Molecular weight**: 51.11 g mol⁻¹
**Relative energy (zero: lowest compared OMol25 entry of this formula, charge and spin)**: 2.86 kcal per mole

Molecular formula: C2H4NO3S
Method: DFT, ωB97M-V with the def2-TZVPD basis set

Structure (XYZ):
```
11
Properties=species:S:1:pos:R:3:lowdin_charge:R:1
C 0.206 -0.628 -0.395 -0.15
C 0.168 0.677 0.402 -0.35
N 2.450 -0.764 0.266 -0.12
O 3.464 -1.404 0.315 0.14
O 1.479 -1.277 -0.429 -0.02
O 2.432 1.413 -0.543 -0.34
S 1.286 2.058 0.104 1.25
H -0.466 -1.463 -0.138 0.16
H -0.157 -0.279 -1.379 0.14
H -0.883 1.039 0.549 0.13
H 0.374 0.562 1.562 0.17
```

Results
**Max |F|**: 4.30 eV/Å
**DFT total energy**: -756.762001 Ha
**HOMO level (spin up / spin down)**: -0.534 / -0.534 Eh
**Total charge**: +1
**Frontier orbital gap (spin up / spin down)**: 5.80 / 5.78 eV
**Molecular weight**: 122.12 g mol⁻¹
**Relative energy (zero: lowest compared OMol25 entry of this formula, charge and spin)**: 37.08 kcal per mole

Molecular formula: C10H16BrNO2
Method: DFT, ωB97M-V with the def2-TZVPD basis set

Structure (XYZ):
```
30
Properties=species:S:1:pos:R:3:lowdin_charge:R:1
C 1.165 1.345 -0.988 -0.10
C 0.238 0.532 -1.925 -0.17
C 1.289 -0.914 -0.310 -0.09
C 1.261 0.481 0.276 -0.25
C 0.094 -0.808 -1.260 -0.23
C -0.041 0.575 1.103 -0.44
C -1.134 -0.157 0.252 -0.47
C -0.705 -1.905 -2.084 0.00
C -0.268 2.080 1.446 -0.07
C 0.380 -0.101 2.379 -0.06
N -1.770 -1.418 0.660 -0.44
O -1.127 -2.208 1.307 0.07
O -2.908 -1.620 0.302 -0.01
Br -2.519 1.038 -0.339 0.92
H 2.028 1.381 -1.563 0.10
H 0.899 2.253 -0.615 0.07
H -0.655 0.987 -1.995 0.00
H 0.720 0.368 -3.014 0.17
H 2.077 -1.179 -1.004 0.14
H 1.089 -1.665 0.334 0.07
H 2.071 0.666 0.851 0.12
H -0.334 -2.798 -1.684 0.05
H -0.356 -1.859 -3.118 0.07
H -1.879 -1.688 -1.958 0.13
H -0.695 2.266 2.332 0.04
H -0.862 2.532 0.647 0.02
H 0.618 2.709 1.526 0.10
H 0.931 -0.956 2.294 0.05
H -0.504 -0.408 3.082 0.14
H 0.899 0.470 3.067 0.06
```

Results
**Max |F|**: 5.18 eV/Å
**DFT total energy**: -3169.666763 Ha
**HOMO level**: -0.343 Eh
**Frontier orbital gap**: 9.58 eV
**Molecular weight**: 262.15 g mol⁻¹
**Relative energy (zero: lowest compared OMol25 entry of this formula, charge and spin)**: 29.90 kcal per mole

Molecular formula: C5H6O2
Method: DFT, ωB97M-V with the def2-TZVPD basis set

Structure (XYZ):
```
13
Properties=species:S:1:pos:R:3:lowdin_charge:R:1
O -1.316 -1.101 1.766 0.10
C -0.694 -0.524 0.902 -0.38
C -1.304 0.722 0.249 -0.11
O -0.499 1.178 -0.846 -0.19
C -0.332 0.252 -1.763 0.08
C 1.714 -0.255 0.256 0.03
C 0.632 -1.016 0.409 -0.11
H -1.375 1.542 0.971 0.14
H -2.300 0.442 -0.105 0.14
H 0.458 0.695 -2.423 0.04
H 1.694 0.810 0.466 0.08
H 2.659 -0.662 -0.088 0.07
H 0.664 -2.082 0.208 0.12
```

Results
**Max |F|**: 0.59 eV/Å
**DFT total energy**: -344.446676 Ha
**HOMO level**: -0.327 Eh
**Frontier orbital gap**: 9.12 eV
**Molecular weight**: 98.10 g mol⁻¹
**Relative energy (zero: lowest compared OMol25 entry of this formula, charge and spin)**: 97.41 kcal per mole